Molecular formula: C13H47O13
Method: DFT, the ωB97M-V functional and the def2-TZVPD basis

**2S+1**: 1
**Net charge**: -1
**HOMO**: -6.88 eV
**LUMO level**: 2.403 eV
**Maximum force**: 0.02841 hartree/bohr
**Relative energy (zero: lowest compared OMol25 entry of this formula, charge and spin)**: 6.07 kcal per mole
**Gap between HOMO and LUMO**: 0.341 Ha

Each line ends with the Mulliken charge.
Geometry (Å):
C -22.5025 -1.6425 5.7553  -0.269
C -23.1470 -2.5820 4.7441  0.254
O -23.0903 -3.8102 5.0136  -0.153
O -23.7807 -2.0653 3.7893  -0.372
H -22.9913 -1.8917 6.6992  0.150
H -22.6707 -0.5964 5.5229  0.258
H -21.4336 -1.8426 5.7625  -0.078
C -25.2609 0.1279 1.2972  -0.596
O -24.4947 -1.0514 1.2168  -0.519
H -24.7273 0.9211 1.8265  0.209
H -25.6143 0.4572 0.3247  0.270
H -26.1565 -0.0915 1.8969  0.240
H -24.1842 -1.3207 2.0935  0.382
C -25.1828 -5.2676 7.3698  -0.565
O -24.6278 -5.8617 6.2230  -0.549
H -25.7480 -4.3806 7.0829  0.187
H -25.7549 -5.9904 7.9508  0.365
H -24.3990 -4.9521 8.0707  0.200
H -24.2902 -5.1297 5.6814  0.226
C -21.8611 -6.9524 4.8089  -0.693
O -21.4455 -5.8972 3.9640  -0.564
H -21.3011 -7.8304 4.4774  0.291
H -21.6123 -6.8241 5.8652  0.239
H -22.9281 -7.1575 4.7209  0.240
H -21.8759 -5.0755 4.2743  0.220
C -19.3876 -3.6455 3.0320  -0.268
O -18.5655 -2.5112 2.7895  -0.536
H -20.2638 -3.3742 3.6271  -0.191
H -19.8627 -4.0723 2.1414  0.341
H -18.8409 -4.4302 3.5592  0.305
H -18.0116 -2.7297 2.0346  0.305
C -20.9140 -0.2366 9.3129  -0.273
O -21.5849 -0.5942 10.5186  -0.532
H -20.0203 -0.8570 9.1841  0.248
H -21.5447 -0.3953 8.4362  -0.026
H -20.5944 0.7947 9.4326  0.301
H -22.1032 -1.3913 10.3849  0.294
C -20.1234 -3.9050 7.3049  -0.316
O -20.2114 -4.0207 8.7175  -0.550
H -20.0665 -2.8573 6.9990  0.230
H -19.2682 -4.4388 6.9001  0.330
H -21.0136 -4.2917 6.7970  0.052
H -21.0365 -3.6024 8.9755  0.276
C -21.3066 -0.3459 2.4682  -0.160
O -20.0808 -0.0429 3.1157  -0.592
H -21.1134 -0.7262 1.4589  0.361
H -21.9204 -1.0263 3.0562  -0.250
H -21.8768 0.5667 2.2785  0.256
H -19.4400 -0.7260 2.8772  0.365
C -25.8863 -5.1261 2.6333  -0.565
O -25.9744 -3.8385 3.1773  -0.555
H -25.1301 -5.7641 3.1018  0.102
H -26.8352 -5.6565 2.7291  0.294
H -25.6615 -5.0676 1.5601  0.303
H -25.0845 -3.4907 3.3533  0.240
C -22.6982 -3.9825 1.1179  0.170
O -22.0390 -5.2494 1.1662  -0.675
H -23.7345 -4.0411 1.4485  -0.214
H -22.1418 -3.2512 1.7076  -0.185
H -22.7251 -3.6697 0.0744  0.428
H -22.0183 -5.5362 2.0976  0.402
C -24.5670 1.0204 5.9486  -0.469
O -24.7367 0.8384 4.5472  -0.577
H -23.5602 1.3796 6.1915  0.254
H -25.2693 1.7450 6.3592  0.344
H -24.7274 0.0445 6.4143  0.017
H -24.4494 -0.0611 4.3096  0.325
C -25.4479 -1.4813 8.8666  -0.368
O -24.8945 -2.6231 9.4983  -0.509
H -25.9351 -0.8198 9.5914  0.409
H -24.6307 -0.9363 8.3938  -0.062
H -26.1549 -1.7296 8.0676  0.292
H -25.6102 -3.1603 9.8482  0.257